Here is an isolated molecule of C8H9NO3 in a non-equilibrium geometry from the Open Molecules 2025 dataset. Energies are from the ωB97M-V functional and the def2-TZVPD basis.

The calculation puts the energy above the lowest of the compared OMol25 structures with the same formula, charge and spin at 87.72 kcal/mol. For the molar mass, the calculation gives 167.16 g/mol. The SMILES is Nc1ccc(OCC(=O)O)cc1. For the HOMO-LUMO gap, the calculation gives 8.31 eV.

```
21
Properties=species:S:1:pos:R:3:forces:R:3:mulliken_charge:R:1
N -3.1337 1.7128 1.5637 -5.905 -0.854 -3.772 -0.55
C -2.0818 0.9819 1.0888 1.617 -2.676 -1.729 0.73
C -1.0078 0.5392 1.9510 -2.223 2.507 -0.858 -0.89
C 0.1529 -0.0306 1.6011 2.588 -1.506 -0.869 -0.14
C 0.2538 -0.7275 0.3926 -0.105 2.114 0.769 0.02
O 1.3534 -1.5232 0.0882 1.006 -1.654 -0.427 -0.39
C 2.4641 -1.2030 -0.8060 0.398 0.635 2.368 -0.53
C 2.0101 -0.9933 -2.1888 -2.454 1.763 -4.350 0.76
O 1.0357 -1.3811 -2.8156 1.504 -0.570 2.180 -0.56
O 2.7289 -0.0402 -2.8925 1.944 -0.496 2.533 -0.47
C -0.8266 -0.4682 -0.4093 -0.154 -0.432 -3.232 -0.03
C -1.9143 0.4391 -0.2638 0.966 -0.599 3.911 -0.84
H -3.1977 2.3358 2.2819 1.061 1.475 2.418 0.19
H -4.3067 1.7642 1.1358 5.363 -0.834 1.007 0.26
H -1.0084 0.9398 2.9001 -0.219 0.959 2.155 0.35
H 1.0641 0.1067 2.1878 -0.485 -0.489 0.484 0.32
H 2.8753 -0.2501 -0.3371 -0.182 -0.814 -1.072 0.33
H 3.4104 -1.9321 -0.8676 -2.581 0.853 0.815 0.28
H 3.4669 0.1953 -2.2523 -0.899 0.169 -1.501 0.34
H -0.6505 -0.9555 -1.3731 -0.845 0.198 -0.069 0.42
H -2.6880 0.4899 -0.9849 -0.395 0.253 -0.760 0.39
```
Positions in Å, forces in eV/Å.